Record 1
{"formula": "C4H8O2", "method": "the ωB97M-V functional and the def2-TZVPD basis", "orbital_gap_ev": 8.79, "multiplicity": 1, "total_energy_ev": -8369.55339, "e_above_lowest_kcal_mol": 85.98, "species": ["H", "H", "H", "H", "O", "C", "H", "C", "H", "H", "H", "O", "C", "C"], "positions_angstrom": [[-0.04557, 0.66632, -1.51648], [-1.72221, 1.24054, 0.82694], [-0.59348, 2.13286, -1.09625], [-0.13068, -1.98156, -0.16649], [1.11631, 0.02350, -1.44494], [1.30972, -0.36672, -0.23666], [1.05047, -1.99401, 1.22692], [-1.21442, 0.41242, 0.33801], [-1.89225, -0.28204, -0.15189], [2.21511, -0.02196, 0.28529], [0.35078, 0.40282, 1.82007], [-0.94715, 1.25109, -1.28259], [-0.04072, -0.08056, 0.93261], [0.54410, -1.40271, 0.46545]], "atomic_forces_ev_per_a": [[0.0836, 0.0450, 0.0551], [0.0977, -0.1416, -0.0746], [-0.0910, -0.1175, -0.0356], [0.0919, 0.0916, 0.1072], [-0.1419, -0.0815, 0.0331], [0.2712, -0.1530, 0.0360], [-0.0497, 0.1399, -0.1078], [-0.0463, -0.1566, 0.2029], [0.1400, 0.0976, 0.0291], [-0.1711, -0.0308, -0.1023], [-0.0591, -0.0522, -0.1634], [0.1233, 0.2358, -0.0385], [-0.3124, 0.1871, 0.1393], [0.0637, -0.0640, -0.0806]], "mulliken_charge": [0.42, 0.31, 0.35, 0.24, -0.72, 0.11, 0.27, -0.62, 0.23, 0.35, 0.39, -0.64, -0.20, -0.49]}


Record 2
{"formula": "C2H8N3O", "method": "the ωB97M-V functional and the def2-TZVPD basis", "orbital_gap_ev": 10.65, "charge": 1, "multiplicity": 1, "total_energy_ev": -8715.66795, "e_above_lowest_kcal_mol": 18.63, "species": ["H", "H", "N", "H", "H", "H", "N", "H", "N", "O", "C", "H", "H", "C"], "positions_angstrom": [[0.51374, -3.40816, -2.67242], [-0.55947, 2.43601, 3.10557], [-0.44526, 1.61461, 2.52005], [-0.64318, -2.10781, -2.62002], [0.08014, 1.88887, -0.63068], [-0.69786, 0.71488, 2.90744], [0.26331, -2.47795, -2.37035], [-0.13693, 0.28783, 0.16617], [-0.20142, 1.33585, 0.16300], [0.33217, -1.17272, -0.48680], [-0.47471, 2.00335, 1.23743], [-0.79594, 3.03306, 1.14855], [1.89923, -2.24491, -1.15977], [0.86618, -1.90291, -1.30817]], "atomic_forces_ev_per_a": [[0.2610, 0.3367, -0.2133], [-0.2780, -0.6993, 0.4264], [-0.6980, 0.9468, -0.7825], [-0.1202, -0.4248, 0.0697], [-0.4608, -0.3114, -0.4294], [0.4917, -0.1191, -0.2360], [-0.2371, 0.8230, 0.3653], [0.5946, 0.7327, -0.5460], [-0.3559, -0.6541, 1.0102], [-0.0975, 0.4771, -0.5117], [-0.0496, -0.0122, 0.8763], [0.7861, 0.3542, -0.3386], [0.0117, 0.0568, -0.0102], [0.1520, -1.5065, 0.3198]], "mulliken_charge": [0.25, 0.26, -0.34, 0.24, 0.25, 0.26, -0.33, 0.36, -0.21, -0.68, 0.19, 0.32, 0.33, 0.11]}


Copy entry 2 word for word.
{"formula": "C2H8N3O", "method": "the ωB97M-V functional and the def2-TZVPD basis", "orbital_gap_ev": 10.65, "charge": 1, "multiplicity": 1, "total_energy_ev": -8715.66795, "e_above_lowest_kcal_mol": 18.63, "species": ["H", "H", "N", "H", "H", "H", "N", "H", "N", "O", "C", "H", "H", "C"], "positions_angstrom": [[0.51374, -3.40816, -2.67242], [-0.55947, 2.43601, 3.10557], [-0.44526, 1.61461, 2.52005], [-0.64318, -2.10781, -2.62002], [0.08014, 1.88887, -0.63068], [-0.69786, 0.71488, 2.90744], [0.26331, -2.47795, -2.37035], [-0.13693, 0.28783, 0.16617], [-0.20142, 1.33585, 0.16300], [0.33217, -1.17272, -0.48680], [-0.47471, 2.00335, 1.23743], [-0.79594, 3.03306, 1.14855], [1.89923, -2.24491, -1.15977], [0.86618, -1.90291, -1.30817]], "atomic_forces_ev_per_a": [[0.2610, 0.3367, -0.2133], [-0.2780, -0.6993, 0.4264], [-0.6980, 0.9468, -0.7825], [-0.1202, -0.4248, 0.0697], [-0.4608, -0.3114, -0.4294], [0.4917, -0.1191, -0.2360], [-0.2371, 0.8230, 0.3653], [0.5946, 0.7327, -0.5460], [-0.3559, -0.6541, 1.0102], [-0.0975, 0.4771, -0.5117], [-0.0496, -0.0122, 0.8763], [0.7861, 0.3542, -0.3386], [0.0117, 0.0568, -0.0102], [0.1520, -1.5065, 0.3198]], "mulliken_charge": [0.25, 0.26, -0.34, 0.24, 0.25, 0.26, -0.33, 0.36, -0.21, -0.68, 0.19, 0.32, 0.33, 0.11]}


Copy entry 2 word for word.
{"formula": "C2H8N3O", "method": "the ωB97M-V functional and the def2-TZVPD basis", "orbital_gap_ev": 10.65, "charge": 1, "multiplicity": 1, "total_energy_ev": -8715.66795, "e_above_lowest_kcal_mol": 18.63, "species": ["H", "H", "N", "H", "H", "H", "N", "H", "N", "O", "C", "H", "H", "C"], "positions_angstrom": [[0.51374, -3.40816, -2.67242], [-0.55947, 2.43601, 3.10557], [-0.44526, 1.61461, 2.52005], [-0.64318, -2.10781, -2.62002], [0.08014, 1.88887, -0.63068], [-0.69786, 0.71488, 2.90744], [0.26331, -2.47795, -2.37035], [-0.13693, 0.28783, 0.16617], [-0.20142, 1.33585, 0.16300], [0.33217, -1.17272, -0.48680], [-0.47471, 2.00335, 1.23743], [-0.79594, 3.03306, 1.14855], [1.89923, -2.24491, -1.15977], [0.86618, -1.90291, -1.30817]], "atomic_forces_ev_per_a": [[0.2610, 0.3367, -0.2133], [-0.2780, -0.6993, 0.4264], [-0.6980, 0.9468, -0.7825], [-0.1202, -0.4248, 0.0697], [-0.4608, -0.3114, -0.4294], [0.4917, -0.1191, -0.2360], [-0.2371, 0.8230, 0.3653], [0.5946, 0.7327, -0.5460], [-0.3559, -0.6541, 1.0102], [-0.0975, 0.4771, -0.5117], [-0.0496, -0.0122, 0.8763], [0.7861, 0.3542, -0.3386], [0.0117, 0.0568, -0.0102], [0.1520, -1.5065, 0.3198]], "mulliken_charge": [0.25, 0.26, -0.34, 0.24, 0.25, 0.26, -0.33, 0.36, -0.21, -0.68, 0.19, 0.32, 0.33, 0.11]}